120
Properties=species:S:1:pos:R:3:forces:R:3 method="wB97M-V/def2-TZVPD" largest_force_ev_per_a=6.7 homo_energy_ev=-8.706 smiles=C#CNC[C@@H](COCCOCCOCC)OC.COCCOC.COCCOC.COCCOC.COCCOC.COCCOC energy_ha=-2370.61126 lumo_ev=0.68 homo_lumo_gap_ev=9.4
C -2.09753 -3.00939 2.58739 -3.0 4.0 4.6
C -2.59528 -2.09836 3.41349 2.8 -3.7 -3.0
N -2.90689 -0.97026 4.34471 -1.1 -2.9 -2.3
C -3.98194 -0.09023 3.71285 0.0 1.3 -0.9
C -3.32552 1.40588 3.51783 0.3 -1.0 -0.6
C -3.71497 1.97141 2.02993 -0.4 -0.7 0.9
O -2.79344 1.37989 1.06883 -1.3 1.7 -0.1
C -2.91142 2.04706 -0.23285 1.1 -1.0 -0.1
C -1.37801 2.31453 -0.77094 -0.7 0.1 0.1
O -0.47916 1.83080 0.26990 0.4 0.2 -2.5
C 0.89557 1.69010 -0.19862 0.2 0.2 0.4
C 1.82414 2.63143 0.79395 -0.4 -0.8 -1.8
O 0.95979 3.11714 1.85121 2.1 0.3 0.2
C 1.70316 3.74424 2.92889 0.6 0.9 0.9
C 2.93957 4.67294 2.46305 -0.6 0.6 0.2
O -3.71188 2.32431 4.58034 1.1 -1.1 0.0
C -3.03612 1.97483 5.83690 0.1 0.1 0.6
H -1.91296 -4.00426 2.02342 -0.5 2.5 1.3
H -3.27430 -1.37804 5.23436 0.6 0.3 -1.1
H -4.27552 -0.46880 2.65224 0.7 0.5 1.9
H -4.95136 -0.04956 4.33231 1.6 0.0 -0.7
H -2.17175 1.22500 3.56792 -2.0 0.5 -0.3
H -4.77526 1.56880 1.74310 1.5 1.1 0.7
H -3.66613 3.12175 2.02448 -0.1 -1.7 0.0
H -3.52423 3.01305 -0.12623 1.0 -1.5 -0.4
H -3.37471 1.29006 -0.96723 0.2 1.4 1.1
H -1.18370 1.75193 -1.77574 -0.4 0.9 1.7
H -1.27318 3.45046 -0.97426 0.2 -1.7 0.4
H 1.01694 2.00955 -1.31146 -0.2 -0.4 1.9
H 1.21128 0.56659 -0.14753 -0.6 2.0 0.1
H 2.69175 1.96282 1.14397 -1.2 1.2 -0.2
H 2.22048 3.47982 0.09617 -0.5 -1.3 1.6
H 0.97227 4.44012 3.51489 1.0 -1.4 -1.3
H 2.10020 2.99090 3.72460 -0.7 0.9 -1.5
H 2.63540 5.27423 1.52703 0.4 -0.9 1.5
H 3.10845 5.44551 3.32207 0.0 -1.5 -1.6
H 3.90887 4.10815 2.21633 -1.5 0.8 0.5
H -3.06539 2.88647 6.56084 -0.1 -1.5 -1.5
H -3.55776 1.08996 6.38191 0.9 1.4 -1.0
H -1.92689 1.71322 5.64706 -1.8 0.3 0.3
C 4.10601 -0.18417 -1.29582 -0.1 0.1 0.0
O 4.45891 1.18527 -1.15805 0.3 -0.2 -0.1
C 5.87274 1.38152 -1.13418 -0.3 0.5 -0.2
C 6.38668 1.88245 -2.48103 0.2 -0.5 0.0
O 6.24745 0.88504 -3.49380 -0.3 0.3 0.2
C 5.12816 1.12422 -4.33819 0.1 -0.1 -0.1
H 3.04295 -0.24071 -1.53786 0.1 0.1 0.0
H 4.67071 -0.67176 -2.09567 0.0 0.0 0.1
H 4.28085 -0.70744 -0.35025 0.0 -0.1 0.0
H 6.38929 0.46305 -0.83406 0.0 0.0 -0.1
H 6.07552 2.14398 -0.37536 0.0 0.0 0.0
H 7.45623 2.09775 -2.39243 0.0 0.0 0.1
H 5.88116 2.80989 -2.77482 -0.1 -0.1 0.1
H 5.35086 1.95129 -5.02076 -0.1 0.0 0.0
H 4.22759 1.35434 -3.76439 0.0 0.0 0.0
H 4.94616 0.22423 -4.92752 0.1 0.0 0.0
C -1.05620 -1.11430 -4.25469 0.2 0.0 0.1
O -0.23411 -1.32949 -3.11545 -0.4 0.0 -0.1
C -0.96851 -1.25082 -1.89249 0.5 -0.3 0.1
C -1.27229 -2.63967 -1.33925 -0.5 0.3 0.0
O -2.18306 -3.34732 -2.18289 0.4 0.0 -0.1
C -1.52822 -4.30774 -3.00076 -0.2 0.0 0.1
H -0.49548 -1.41377 -5.14220 0.0 0.0 0.1
H -1.97628 -1.70447 -4.20927 0.0 0.0 0.0
H -1.30456 -0.05117 -4.33596 -0.1 0.0 -0.1
H -1.88916 -0.67157 -2.02641 0.0 -0.1 0.0
H -0.33809 -0.71596 -1.17575 -0.1 0.0 0.0
H -1.76025 -2.53198 -0.36548 0.1 0.1 0.0
H -0.35062 -3.21474 -1.19070 0.0 0.1 -0.1
H -1.23764 -5.17253 -2.39491 0.1 0.0 -0.1
H -0.64595 -3.89021 -3.49103 0.0 0.0 0.0
H -2.23021 -4.63847 -3.76789 0.0 0.0 0.1
C 5.53265 -2.62079 -7.08622 -0.1 0.1 0.0
O 5.88304 -1.24984 -6.94902 0.2 -0.3 -0.2
C 7.29684 -1.05076 -6.92329 -0.3 0.5 -0.1
C 7.81197 -0.55000 -8.26972 0.2 -0.5 0.1
O 7.67649 -1.54853 -9.28251 -0.3 0.3 0.1
C 6.55893 -1.31194 -10.12827 0.2 -0.1 0.0
H 4.47017 -2.67913 -7.33010 0.1 0.1 0.1
H 6.09989 -3.10724 -7.88502 0.0 0.0 0.1
H 5.70702 -3.14330 -6.14031 0.0 -0.1 0.0
H 7.81465 -1.96794 -6.62156 0.0 0.0 -0.1
H 7.49690 -0.28729 -6.16474 0.0 0.0 0.0
H 8.88085 -0.33259 -8.17954 0.0 0.0 0.0
H 7.30514 0.37625 -8.56504 0.0 -0.1 0.1
H 6.78060 -0.48484 -10.81095 -0.1 0.0 0.0
H 5.65712 -1.08354 -9.55586 0.0 0.0 0.0
H 6.37977 -2.21274 -10.71715 0.1 0.0 0.1
C -2.31226 -0.80492 9.04656 0.0 0.1 -0.1
O -2.08806 0.55308 8.69071 0.0 -0.1 0.4
C -2.23165 1.43655 9.80316 0.3 0.2 -0.4
C -0.87332 1.85945 10.35551 -0.2 -0.3 0.4
O -0.18601 0.75552 10.94642 0.0 0.1 -0.4
C 0.82498 0.23064 10.09589 0.0 0.0 0.2
H -1.96455 -1.43508 8.22558 0.0 0.1 0.0
H -1.76697 -1.08287 9.95305 0.0 0.0 0.0
H -3.38336 -0.97640 9.19429 0.0 -0.1 0.1
H -2.84910 0.98169 10.58565 0.1 0.0 0.0
H -2.75444 2.32614 9.43772 0.0 0.0 0.0
H -1.02939 2.59740 11.14860 0.0 0.0 0.0
H -0.26070 2.32868 9.57673 -0.1 -0.1 0.0
H 1.68523 0.90812 10.08263 0.0 0.0 -0.1
H 0.46116 0.07967 9.07712 0.0 0.0 0.0
H 1.14417 -0.73171 10.49871 -0.1 0.1 0.1
C -8.57734 -2.09458 -2.66097 0.0 -0.2 0.0
O -7.51082 -2.99459 -2.93060 0.0 0.4 0.1
C -6.34890 -2.32770 -3.42485 0.1 -0.5 0.3
C -5.29516 -2.16412 -2.33304 -0.2 0.5 -0.2
O -5.73704 -1.26379 -1.31457 -0.2 -0.4 0.0
C -6.18937 -1.94397 -0.15126 0.1 0.2 0.0
H -9.33335 -2.62527 -2.07917 0.1 0.0 -0.1
H -8.24139 -1.22712 -2.08541 0.0 0.0 -0.1
H -9.02606 -1.76055 -3.60193 -0.1 0.1 0.0
H -6.61220 -1.35896 -3.86427 0.0 0.0 0.1
H -5.93563 -2.95599 -4.22021 0.0 0.0 0.0
H -4.39479 -1.72607 -2.77456 0.0 -0.1 0.0
H -5.01948 -3.13386 -1.90334 -0.1 0.1 -0.1
H -5.33106 -2.33520 0.40537 -0.1 -0.1 0.1
H -6.87056 -2.76156 -0.39750 0.0 0.0 0.0
H -6.71787 -1.22722 0.47947 0.1 0.0 -0.1